# 1
101
Properties=species:S:1:pos:R:3:mulliken_charge:R:1 method="wB97M-V/def2-TZVPD" lumo_ev=-4.48 charge=+1
C 6.099 -1.424 0.820 -1.037
C 5.350 -0.324 0.081 -0.441
N 3.967 -0.743 -0.242 0.271
C 2.952 0.154 -0.017 0.567
C 3.073 1.529 0.008 0.497
C 1.954 2.305 0.342 -0.657
S 2.101 4.080 0.449 1.326
O 3.364 4.416 -0.092 -0.649
O 0.879 4.689 0.105 -0.522
F 2.238 4.127 2.003 -0.165
N 0.777 1.822 0.618 -1.017
N 0.658 0.502 0.585 1.015
P -1.013 -0.016 1.109 0.527
O -1.589 0.988 1.995 -0.495
C 1.645 -0.341 0.264 -0.079
O 1.378 -1.645 0.293 -0.431
H 6.959 -0.997 1.341 0.182
H 5.463 -1.887 1.578 0.280
H 6.472 -2.180 0.128 0.313
H 5.316 0.582 0.687 0.447
H 5.878 -0.115 -0.854 0.234
H 3.946 -1.201 -1.149 -0.212
H 4.008 2.027 -0.217 0.825
H -0.781 -1.285 1.636 0.085
H -1.621 -0.144 -0.135 -0.063
H 0.828 -1.967 -0.443 0.276
C -1.361 -4.006 0.500 0.240
Cl -1.631 -2.841 -0.842 0.044
Cl -0.749 -5.507 -0.170 -0.063
Cl -0.165 -3.318 1.610 -0.073
Cl -2.876 -4.276 1.338 0.033
C 1.565 5.161 -4.130 0.228
Cl 2.636 6.323 -3.366 -0.081
Cl 1.726 5.258 -5.882 -0.091
Cl 1.994 3.504 -3.623 0.011
Cl -0.105 5.476 -3.667 -0.081
C 5.351 -0.736 -4.249 0.230
Cl 4.800 0.938 -4.122 -0.030
Cl 4.148 -1.790 -3.449 -0.222
Cl 5.474 -1.213 -5.930 -0.073
Cl 6.906 -0.928 -3.446 0.018
C -0.442 0.063 -4.158 -0.087
Cl -0.887 -0.028 -2.418 -0.138
Cl -1.449 -1.046 -5.048 0.061
Cl -0.662 1.698 -4.742 -0.020
Cl 1.264 -0.401 -4.270 0.135
C 1.210 -4.666 -5.500 0.197
Cl 2.372 -3.344 -5.682 -0.014
Cl 2.070 -6.135 -5.043 -0.093
Cl 0.055 -4.248 -4.218 -0.041
Cl 0.347 -4.914 -7.010 -0.075
C 0.858 6.543 4.716 0.332
Cl -0.122 5.499 3.675 -0.038
Cl -0.083 7.934 5.231 -0.062
Cl 1.379 5.618 6.129 -0.098
Cl 2.276 7.090 3.811 -0.115
C -4.586 6.809 5.409 0.261
Cl -5.371 7.496 3.991 -0.073
Cl -3.129 5.940 4.918 0.018
Cl -4.129 8.106 6.525 -0.123
Cl -5.692 5.703 6.226 -0.080
C -7.010 -7.093 1.786 0.275
Cl -7.251 -7.579 3.463 -0.094
Cl -8.198 -7.883 0.757 -0.026
Cl -7.183 -5.336 1.652 -0.025
Cl -5.382 -7.559 1.268 -0.110
C -9.870 -10.954 -1.552 0.360
Cl -10.334 -12.618 -1.894 -0.093
Cl -10.640 -9.870 -2.713 -0.094
Cl -10.384 -10.521 0.083 -0.097
Cl -8.114 -10.793 -1.674 -0.089
C -3.321 2.461 7.828 0.282
Cl -4.174 3.442 9.019 -0.083
Cl -4.410 2.066 6.494 -0.076
Cl -1.938 3.365 7.203 -0.025
Cl -2.755 0.969 8.587 -0.106
C -6.133 11.620 3.199 0.331
Cl -6.993 10.447 2.188 -0.108
Cl -7.229 12.929 3.637 -0.095
Cl -5.551 10.811 4.652 -0.030
Cl -4.762 12.272 2.296 -0.098
C -4.761 -0.605 -7.542 0.322
Cl -3.781 0.669 -6.806 -0.075
Cl -4.624 -0.517 -9.294 -0.080
Cl -4.171 -2.184 -6.986 -0.102
Cl -6.443 -0.410 -7.060 -0.083
C 9.797 -2.021 3.216 0.333
Cl 11.047 -1.019 3.943 -0.087
Cl 9.657 -1.639 1.495 -0.048
Cl 10.213 -3.726 3.392 -0.095
Cl 8.251 -1.709 4.021 -0.110
C -5.666 -1.525 0.436 0.277
Cl -6.636 -1.896 1.855 -0.082
Cl -5.442 -2.957 -0.565 -0.075
Cl -6.423 -0.258 -0.517 -0.079
Cl -4.065 -0.985 1.003 -0.127
C 10.197 -3.775 -2.418 0.330
Cl 10.054 -4.153 -0.701 -0.057
Cl 8.892 -4.561 -3.310 -0.089
Cl 10.068 -2.015 -2.628 -0.107
Cl 11.752 -4.322 -3.028 -0.079

# 2
42
Properties=species:S:1:pos:R:3:mulliken_charge:R:1 method="wB97M-V/def2-TZVPD" e_above_lowest_kj_mol=0.0 lumo_ev="-5.11 / -5.13" charge=+1
Os 0.074 0.661 1.045 0.881
C -3.025 -0.744 3.833 -0.877
C -2.032 0.041 3.230 0.213
N -1.423 -0.319 2.118 -0.264
C -1.742 -1.518 1.523 0.494
C -2.778 -2.316 2.028 0.872
C -3.414 -1.897 3.219 -0.475
C -3.123 -3.508 1.350 -0.848
C -2.421 -3.867 0.243 -1.364
C -1.336 -3.094 -0.231 -0.484
C -0.963 -1.927 0.391 0.744
N 0.105 -1.049 0.083 -0.292
C 0.985 -1.075 -1.021 0.528
C 1.095 -2.015 -2.019 -0.477
C 2.041 -1.881 -3.061 -1.372
C 2.923 -0.846 -3.093 -0.802
C 2.881 0.126 -2.066 1.110
C 3.818 1.180 -1.972 -0.508
C 3.745 2.067 -0.937 -0.920
C 2.693 1.950 -0.020 0.033
N 1.790 0.992 -0.093 -0.216
C 1.892 0.035 -1.077 0.485
H -3.470 -0.415 4.761 0.403
H -1.741 0.993 3.652 0.344
H -4.196 -2.516 3.643 0.439
H -3.932 -4.120 1.727 0.415
H -2.673 -4.776 -0.287 0.400
H -0.813 -3.471 -1.087 0.327
H 0.481 -2.893 -2.038 0.323
H 2.066 -2.638 -3.833 0.404
H 3.663 -0.760 -3.879 0.422
H 4.601 1.254 -2.716 0.443
H 4.464 2.866 -0.821 0.410
H 2.578 2.660 0.789 0.520
O -0.147 6.630 -1.850 -0.451
C -0.212 5.599 -1.269 0.547
S 0.379 5.360 0.405 -0.077
C -0.096 3.698 0.530 0.029
C -0.673 3.108 -0.601 0.323
S -1.204 1.494 -0.566 -0.268
S -0.888 4.098 -2.000 -0.092
S 0.025 2.834 1.970 -0.319

# 3
45
Properties=species:S:1:pos:R:3:mulliken_charge:R:1 method="wB97M-V/def2-TZVPD" lumo_ev="-8.45 / -9.06" multiplicity=2 charge=+2
Re 1.691 -1.231 -0.469 1.201
C 3.568 2.447 -1.966 -0.396
C 3.157 1.127 -1.934 -0.203
N 2.125 0.756 -1.154 -0.470
C 1.493 1.728 -0.450 0.358
C 1.989 3.020 -0.442 -0.235
N 3.022 3.384 -1.192 -0.507
C 0.239 1.283 0.155 0.614
C -0.808 2.091 0.540 -0.548
C -2.066 1.536 0.774 0.595
C -2.228 0.178 0.497 -0.859
C -1.146 -0.580 0.112 0.609
N 0.087 -0.048 0.057 -0.581
C -1.201 -1.883 -0.548 0.448
C -2.293 -2.731 -0.591 -0.192
N -2.329 -3.795 -1.383 -0.511
C -1.261 -4.017 -2.148 -0.391
C -0.115 -3.246 -2.064 -0.204
N -0.074 -2.181 -1.242 -0.476
C -3.222 2.369 1.168 0.431
C -3.411 3.635 0.634 -0.541
C -4.534 4.352 1.022 -0.449
N -5.443 3.901 1.893 -0.538
C -5.236 2.682 2.403 -0.401
C -4.155 1.880 2.070 -0.506
H 4.379 2.748 -2.618 0.408
H 3.646 0.359 -2.513 0.504
H 1.535 3.779 0.187 0.417
H -0.660 3.160 0.627 0.487
H -3.217 -0.262 0.513 0.557
H -3.161 -2.541 0.031 0.394
H -1.304 -4.852 -2.837 0.408
H 0.773 -3.472 -2.633 0.502
H -2.726 4.054 -0.095 0.452
H -4.716 5.339 0.609 0.378
H -5.972 2.330 3.117 0.376
H -4.033 0.908 2.536 0.471
S 7.177 -5.405 1.866 0.024
C 5.948 -4.473 1.413 0.147
S 4.350 -5.079 1.090 0.084
C 3.654 -3.604 0.662 0.285
C 4.485 -2.490 0.701 0.292
S 3.917 -0.915 0.248 -0.257
S 6.079 -2.755 1.181 0.083
S 1.995 -3.485 0.176 -0.260